(1)
C62H48FGeN2NiOP3S | ωB97M-V/def2-TZVPD

The calculation puts the energy above the lowest of the compared OMol25 structures with the same formula, charge and spin at 0.0 kJ/mol. As for the total energy: -7683.18492 Ha. The orbital gap (spin up / spin down) is 7.65 / 6.13 eV. Its total charge is +2. The value obtained for the LUMO energy (spin up / spin down) is -0.1780 / -0.2339 hartree. The multiplicity is 3.

Geometry as XYZ:
```
120
Properties=species:S:1:pos:R:3:forces:R:3:lowdin_spin:R:1
Ni 0.8155 0.4808 -0.9175 -0.40 -0.49 0.05 1.60
F -1.0324 0.4358 -0.2150 -0.03 0.20 0.13 0.04
Ge -2.0300 -0.9193 0.5142 0.04 0.11 0.13 0.00
C -1.1120 -1.8974 1.8939 0.22 0.03 0.13 0.00
C -1.9708 -2.6175 2.7258 -0.03 -0.03 0.07 0.00
C -1.4771 -3.3561 3.7910 -0.01 0.02 -0.01 0.00
C -0.1136 -3.3739 4.0444 0.03 0.03 -0.03 0.00
C 0.7471 -2.6651 3.2219 -0.02 -0.11 0.03 0.00
C 0.2594 -1.9265 2.1445 -0.05 -0.08 -0.08 0.01
P 1.5035 -1.0837 1.1072 0.00 0.22 -0.03 0.06
C 2.6097 -2.4906 0.7538 -0.02 0.06 -0.01 0.00
C 3.9147 -2.6141 1.2189 0.01 0.04 0.01 0.00
C 4.6276 -3.7847 0.9908 0.02 -0.02 -0.04 0.00
C 4.0398 -4.8402 0.3135 0.02 0.01 0.00 0.00
C 2.7342 -4.7246 -0.1472 -0.06 -0.02 0.08 0.00
C 2.0263 -3.5559 0.0670 -0.05 -0.08 0.04 0.00
C 2.3653 0.0058 2.2887 -0.04 0.04 0.02 0.01
C 1.7282 0.4131 3.4620 -0.03 -0.01 0.01 0.00
C 2.3216 1.3450 4.3008 -0.01 0.00 0.00 0.00
C 3.5601 1.8821 3.9841 0.02 0.00 0.00 0.01
C 4.2129 1.4730 2.8294 -0.02 0.00 0.01 0.00
C 3.6191 0.5437 1.9884 0.03 0.04 -0.02 0.00
C -3.5119 0.0901 1.2107 -0.12 0.13 0.04 0.00
C -4.8148 -0.1198 0.7588 -0.04 0.03 -0.03 0.00
C -5.8825 0.5412 1.3487 0.05 0.01 0.03 0.00
C -5.6527 1.4144 2.4020 -0.02 -0.01 -0.04 0.00
C -4.3587 1.6493 2.8411 0.03 0.01 0.06 0.00
C -3.2708 1.0155 2.2437 -0.11 -0.02 0.06 0.00
P -1.5304 1.3355 2.7507 -0.16 -0.14 -0.14 0.00
C -1.1858 2.9925 2.0647 0.17 0.07 -0.04 0.00
C -2.0655 4.0758 2.0659 -0.11 -0.10 -0.05 0.00
C -1.7009 5.2821 1.4871 0.04 0.04 -0.06 0.00
C -0.4476 5.4268 0.9003 0.01 0.00 0.03 0.00
C 0.4476 4.3672 0.9128 0.03 0.01 0.06 0.00
C 0.0776 3.1611 1.4949 0.11 0.05 0.05 0.00
C -1.6767 1.6024 4.5401 0.04 0.01 0.01 0.00
C -1.2755 2.7736 5.1735 0.01 0.04 0.02 0.00
C -1.3089 2.8636 6.5606 0.00 0.01 0.00 0.00
C -1.7411 1.7881 7.3198 -0.01 -0.03 -0.01 0.00
C -2.1421 0.6136 6.6917 0.01 0.03 0.02 0.00
C -2.1022 0.5186 5.3116 -0.02 -0.01 0.03 0.00
C -2.3205 -1.9482 -1.0824 0.02 -0.27 -0.15 0.00
C -3.4885 -2.7161 -1.0458 -0.03 -0.06 -0.03 0.00
C -3.9009 -3.4789 -2.1267 0.03 0.01 0.01 0.00
C -3.1474 -3.4663 -3.2878 0.01 0.00 0.02 0.00
C -1.9746 -2.7316 -3.3328 -0.03 -0.03 -0.06 0.00
C -1.5151 -2.0015 -2.2308 -0.10 0.08 -0.18 0.01
P 0.1046 -1.1767 -2.5297 -0.02 -0.08 0.14 0.07
C 1.3161 -2.4999 -2.8243 0.09 0.01 0.03 0.01
C 0.9916 -3.8278 -3.0923 -0.05 -0.04 -0.03 0.00
C 1.9891 -4.7590 -3.3424 -0.03 0.01 -0.01 0.00
C 3.3231 -4.3866 -3.3062 0.05 0.08 -0.07 0.00
C 3.6624 -3.0722 -3.0172 0.00 -0.03 -0.08 0.00
C 2.6646 -2.1423 -2.7792 0.03 0.04 -0.05 0.00
C -0.1973 -0.4050 -4.1391 0.01 -0.01 -0.02 0.01
C 0.6156 -0.6449 -5.2380 0.03 -0.03 -0.09 0.01
C 0.3807 0.0265 -6.4325 -0.01 -0.01 0.02 0.00
C -0.6585 0.9372 -6.5252 -0.01 -0.01 0.01 0.01
C -1.4856 1.1666 -5.4287 0.02 -0.01 -0.01 0.00
C -1.2605 0.4942 -4.2414 -0.01 0.04 0.02 0.00
H -3.0444 -2.5932 2.5643 0.00 0.01 -0.02 0.00
H -2.1558 -3.9098 4.4263 -0.01 0.00 -0.01 0.00
H 0.2816 -3.9406 4.8765 0.00 0.00 0.00 0.00
H 1.8125 -2.6941 3.4193 0.00 0.01 -0.01 0.00
H 4.3812 -1.8261 1.7922 -0.02 0.01 0.01 0.00
H 5.6399 -3.8722 1.3620 0.00 -0.01 0.01 0.00
H 4.5919 -5.7570 0.1544 0.01 0.00 0.00 0.00
H 2.2651 -5.5489 -0.6675 0.01 0.01 0.06 0.00
H 0.9996 -3.4879 -0.2807 0.04 0.00 0.08 0.00
H 0.7613 0.0085 3.7274 0.03 -0.01 0.00 0.00
H 1.8085 1.6464 5.2050 0.00 0.00 0.01 0.00
H 4.0245 2.6049 4.6414 0.00 0.01 0.00 0.00
H 5.1896 1.8700 2.5861 0.00 -0.01 0.00 0.00
H 4.1643 0.2172 1.1143 0.00 0.01 -0.05 0.00
H -5.0103 -0.8033 -0.0573 -0.01 0.04 0.00 0.00
H -6.8903 0.3635 0.9984 0.00 0.00 -0.01 0.00
H -6.4827 1.9177 2.8802 0.00 -0.01 0.00 0.00
H -4.1949 2.3229 3.6744 0.01 -0.01 0.00 0.00
H -3.0449 3.9790 2.5175 0.01 0.00 -0.01 0.00
H -2.3892 6.1176 1.4999 -0.01 -0.01 0.01 0.00
H -0.1652 6.3709 0.4531 0.00 0.01 0.00 0.00
H 1.4351 4.4866 0.4832 -0.01 -0.01 0.01 0.00
H 0.7944 2.3427 1.5421 -0.03 0.00 -0.01 0.00
H -0.9398 3.6235 4.5916 0.01 -0.02 0.01 0.00
H -1.0012 3.7810 7.0450 0.00 0.00 0.00 0.00
H -1.7668 1.8614 8.3987 -0.01 0.00 0.00 0.00
H -2.4836 -0.2276 7.2803 0.00 0.00 0.01 0.00
H -2.4119 -0.4036 4.8300 0.02 0.00 -0.02 0.00
H -4.1070 -2.7201 -0.1547 0.04 -0.01 0.01 0.00
H -4.8133 -4.0571 -2.0691 0.00 0.00 0.01 0.00
H -3.4668 -4.0241 -4.1577 0.00 0.01 -0.01 0.00
H -1.4099 -2.7198 -4.2571 0.02 0.00 0.01 0.00
H -0.0362 -4.1585 -3.0899 -0.03 0.01 -0.03 0.00
H 1.7178 -5.7850 -3.5533 0.00 0.00 -0.01 0.00
H 4.0972 -5.1180 -3.4962 0.01 0.00 0.00 0.00
H 4.7011 -2.7724 -2.9764 0.00 0.00 0.00 0.00
H 2.9547 -1.1214 -2.5618 -0.02 0.00 0.03 0.00
H 1.4343 -1.3531 -5.1770 -0.03 0.02 0.02 0.00
H 1.0136 -0.1680 -7.2880 0.00 0.01 -0.01 0.00
H -0.8391 1.4587 -7.4557 0.00 0.01 0.00 0.00
H -2.3114 1.8617 -5.5057 0.00 0.00 -0.01 0.00
H -1.9184 0.6685 -3.3948 0.03 -0.01 -0.01 0.00
O 3.8037 1.3154 -1.1194 0.08 0.00 0.06 0.00
C 2.7418 0.9738 -1.0550 0.48 0.10 -0.12 0.04
N -1.6418 2.9522 -1.1707 0.02 -0.10 -0.10 0.00
C -0.6131 3.0118 -2.0253 -0.07 -0.04 0.14 0.01
N 0.3517 2.1152 -2.1509 0.01 0.24 -0.10 0.05
C 1.1838 2.4760 -3.2395 -0.01 -0.07 -0.01 0.00
C 2.2178 1.7276 -3.7910 0.02 -0.04 -0.02 0.00
C 2.9511 2.2372 -4.8491 -0.01 0.04 0.00 0.00
C 2.6533 3.4819 -5.3958 0.02 -0.05 0.01 0.00
C 1.5889 4.2156 -4.9043 0.00 0.03 0.01 0.00
C 0.8694 3.6951 -3.8403 0.04 0.00 -0.05 0.00
S -0.5497 4.3671 -3.1018 -0.02 0.08 -0.01 0.01
H -1.5953 2.3187 -0.3905 -0.05 -0.05 0.01 0.00
H -2.1922 3.7833 -1.0325 -0.01 0.01 0.05 0.00
H 2.4275 0.7222 -3.4583 0.00 -0.02 0.06 0.00
H 3.7534 1.6446 -5.2682 0.00 0.00 0.00 0.00
H 3.2364 3.8639 -6.2219 0.00 0.01 0.00 0.00
H 1.3233 5.1681 -5.3428 -0.02 0.00 0.01 0.00
```
Positions in Å, forces in eV/Å.



(2)
C62H48FeNO2P2S3 | ωB97M-V/def2-TZVPD

The calculation puts the energy above the lowest of the compared OMol25 structures with the same formula, charge and spin at 0.0 kJ/mol. As for the total energy: -5737.54471 Ha. The orbital gap (spin up / spin down) is 6.58 / 6.21 eV. The value obtained for the LUMO energy (spin up / spin down) is 0.0039 / 0.0025 hartree. The multiplicity is 6.

Geometry as XYZ:
```
119
Properties=species:S:1:pos:R:3:forces:R:3:lowdin_spin:R:1
Fe -2.0808 0.3100 -0.5778 -0.47 -0.05 -0.66 3.65
O -3.0278 1.8863 -1.2596 0.67 -0.06 1.19 0.40
S -0.0473 1.3633 0.1530 0.11 0.18 0.53 0.03
C 0.4467 2.1485 1.6928 -1.31 -1.06 -0.28 0.00
C 1.7048 2.6489 1.7252 0.92 0.68 -0.88 0.00
C 2.2973 3.1817 2.8682 0.66 -0.21 1.39 0.00
C 1.6581 3.0620 4.0884 -0.32 -0.15 -2.47 0.00
C 2.1222 3.3955 5.4643 -0.81 -0.60 0.85 0.00
C 0.8895 3.0701 6.3302 -2.19 0.40 1.16 0.00
C -0.1995 2.6153 5.3637 -0.40 -0.60 -1.36 0.00
C -1.5109 2.2350 5.5108 0.87 0.33 0.76 0.00
C -2.2202 1.7155 4.4155 0.90 0.23 0.16 0.00
C -1.7019 1.5918 3.1570 0.69 -0.09 -1.18 0.01
P -2.7047 0.6844 1.8985 -0.43 -0.95 0.28 0.03
C -2.5139 -1.0271 2.6184 0.69 0.27 0.20 0.00
C -1.1749 -1.4533 2.6011 -1.23 0.41 -0.22 0.00
C -0.8397 -2.6951 3.0731 1.00 -0.20 0.16 0.00
C -1.7566 -3.5460 3.6554 0.42 0.22 -0.55 0.00
C -3.0487 -3.0892 3.7189 -0.67 -1.03 0.80 0.00
C -3.4408 -1.8889 3.1952 -0.99 1.99 -0.15 0.00
C -4.4109 1.2966 2.1931 1.11 0.53 -0.15 0.00
C -5.5695 0.5462 1.9836 -0.79 2.34 1.18 0.00
C -6.8220 1.2068 2.2502 1.94 -0.74 -0.83 0.00
C -6.8745 2.5499 2.5897 -0.28 -1.08 -0.03 0.00
C -5.7087 3.2675 2.6318 0.88 0.69 -0.06 0.00
C -4.4617 2.6844 2.4477 -2.05 -0.58 -0.03 0.00
C -0.3453 2.0325 2.8878 -0.12 0.78 0.76 0.00
C 0.3167 2.5354 4.0342 1.50 0.59 1.39 0.00
C 0.8613 2.2868 -1.0306 -0.07 0.20 -0.48 0.00
C 0.4423 3.5570 -1.3051 1.20 1.26 -0.21 0.00
C 1.2537 4.4874 -2.0540 -0.27 -1.04 0.64 0.00
C 2.4923 4.1210 -2.4597 0.08 -0.45 -0.63 0.00
C 3.6250 4.8237 -3.2021 -1.32 0.06 0.09 0.00
C 4.6686 3.7527 -3.4258 0.88 -0.46 -1.03 0.00
C 4.1567 2.5245 -2.7053 1.58 0.12 -0.34 0.00
C 4.7601 1.3121 -2.4951 -2.33 0.33 0.49 0.00
C 3.9055 0.3049 -1.9568 2.26 -0.70 -0.85 0.00
C 2.6025 0.4892 -1.6605 -1.34 0.73 1.74 0.00
P 1.4880 -0.8727 -1.1472 0.32 -1.11 0.05 0.00
C 1.8130 -2.0046 -2.5426 0.61 -1.56 -0.33 0.00
C 2.1132 -1.5449 -3.8444 -0.46 -3.06 1.42 0.00
C 2.3940 -2.4781 -4.8625 0.65 2.41 -0.84 0.00
C 2.4921 -3.8201 -4.6803 -0.59 -0.59 1.28 0.00
C 2.1658 -4.2698 -3.3796 0.14 -1.32 0.20 0.00
C 1.7747 -3.4295 -2.3325 0.87 1.45 -1.90 0.00
C 2.3982 -1.5684 0.3645 -0.17 1.66 0.00 0.00
C 2.6600 -0.5287 1.3046 0.29 -0.65 0.42 0.00
C 3.1154 -0.8068 2.6039 -0.83 -0.96 -1.09 0.00
C 3.2349 -2.1509 3.0070 0.75 0.75 -0.45 0.00
C 3.1550 -3.1254 2.0386 -0.36 -0.21 -0.71 0.00
C 2.7172 -2.8627 0.7236 0.63 -0.98 -0.82 0.00
C 2.0866 1.8297 -1.5985 0.28 -0.85 -0.65 0.00
C 2.8839 2.7886 -2.2247 -0.64 -0.01 0.20 0.00
H 2.3241 2.6505 0.8057 -0.60 0.10 0.68 0.00
H 3.3179 3.5555 2.7755 -0.24 0.03 0.15 0.00
H 2.9098 2.7314 5.8005 0.49 0.04 -0.24 0.00
H 2.4243 4.4222 5.6248 0.20 0.19 -0.24 0.00
H 0.9751 2.2711 7.1014 0.51 0.46 -0.58 0.00
H 0.4841 3.9471 6.9123 0.60 -0.63 -0.59 0.00
H -1.9464 2.3036 6.4937 -0.44 -0.14 0.11 0.00
H -3.1944 1.3527 4.5902 -1.06 -0.30 0.17 0.00
H -0.4481 -0.7742 2.2017 0.63 0.02 -0.18 0.00
H 0.1869 -3.0039 3.0495 0.48 -0.07 -0.19 0.00
H -1.3934 -4.5169 3.9801 -0.46 0.13 0.23 0.00
H -3.7851 -3.6551 4.2564 -0.34 -0.39 0.01 0.00
H -4.4841 -1.5320 3.3062 0.70 -0.52 -0.04 0.00
H -5.4652 -0.4755 1.7031 -0.37 -0.58 -0.26 0.00
H -7.7132 0.6721 2.0481 -0.81 -0.51 0.16 0.00
H -7.8241 3.0013 2.8265 -0.13 0.15 -0.18 0.00
H -5.7409 4.3385 2.7597 -0.08 0.15 0.23 0.00
H -3.6510 3.3731 2.4983 0.91 -0.19 -0.03 0.00
H -0.4006 3.9985 -0.8059 -0.57 -0.29 0.01 0.00
H 0.9073 5.4713 -2.1950 -0.54 1.04 -0.18 0.00
H 3.3130 5.2844 -4.1466 -0.11 0.00 0.33 0.00
H 3.9762 5.5827 -2.5446 0.48 0.90 0.36 0.00
H 4.6991 3.5254 -4.5259 0.29 0.11 0.92 0.00
H 5.6723 4.0993 -3.1051 -0.47 -0.45 -0.23 0.00
H 5.7432 1.0968 -2.7921 1.15 -0.27 -0.28 0.00
H 4.3812 -0.6840 -1.8686 -0.59 0.26 0.00 0.00
H 1.9781 -0.5314 -4.0046 0.26 1.88 -0.76 0.00
H 2.6711 -2.0501 -5.8351 -0.35 -0.20 0.23 0.00
H 2.7466 -4.4717 -5.5235 -0.02 0.10 0.63 0.00
H 2.2854 -5.3516 -3.1393 -0.32 0.83 -0.29 0.00
H 1.5544 -3.8493 -1.3802 -0.33 -0.23 0.38 0.00
H 2.5642 0.5035 0.9739 0.02 -0.27 0.21 0.00
H 3.3824 -0.0209 3.2667 -0.02 0.65 0.49 0.00
H 3.5875 -2.4365 3.9976 -0.16 0.26 -0.15 0.00
H 3.4904 -4.1055 2.3140 -0.17 -0.54 -0.08 0.00
H 2.7529 -3.6516 -0.0934 -0.12 0.98 1.74 0.00
S -0.9503 -1.8252 -4.7856 -0.38 1.11 0.55 0.00
C -0.7985 -0.1061 -5.2104 -0.30 -1.45 0.13 0.00
C -0.5417 0.3894 -6.4633 0.29 0.06 -0.78 0.00
C -0.4720 1.7738 -6.6461 -0.33 -1.20 -0.30 0.00
C -0.7005 2.6194 -5.5813 -0.99 -0.80 1.21 0.00
C -1.0744 2.0919 -4.3308 0.98 -0.16 0.16 0.02
C -1.0760 0.7035 -4.1228 0.44 -0.31 0.83 0.01
N -1.2942 -0.0322 -2.9225 -0.38 0.05 -0.27 0.03
C -1.3278 -1.3254 -3.1091 -0.20 1.32 -1.32 0.00
C -1.8371 -2.2752 -2.1191 -0.02 0.75 0.58 0.01
C -1.8548 -3.6142 -2.4715 0.37 -0.56 0.24 0.00
C -2.2410 -4.5760 -1.5474 0.32 0.00 -0.35 0.01
C -2.7640 -4.1693 -0.3394 -0.60 -0.01 0.96 0.00
C -2.8948 -2.8079 -0.0686 0.37 1.82 0.25 0.02
C -2.3409 -1.7594 -0.8845 -0.17 -1.80 -0.24 0.03
H -0.4303 -0.3451 -7.2660 0.09 0.57 0.00 0.00
H -0.3802 2.1555 -7.6451 0.33 0.20 -0.24 0.00
H -0.7486 3.6714 -5.7448 0.14 0.61 0.05 0.00
H -1.2385 2.7271 -3.4765 -0.19 0.23 0.01 0.01
H -1.4900 -3.9020 -3.4526 0.01 -0.17 0.12 0.00
H -2.1002 -5.6288 -1.7326 -0.12 -0.15 -0.28 0.00
H -3.0850 -4.9322 0.4081 0.17 0.75 -0.63 0.00
H -3.3817 -2.4341 0.8479 0.30 -0.83 -0.49 0.00
C 0.4272 -6.4793 0.3239 -0.19 0.36 1.68 0.00
O 0.7180 -5.1246 0.6256 1.49 -0.85 0.83 0.00
H 1.1902 -7.1099 0.7981 -0.19 0.31 0.14 0.00
H 0.5219 -6.6514 -0.7062 -0.31 -0.37 -1.66 0.00
H -0.5598 -6.7524 0.7349 0.27 -0.14 -0.40 0.00
H 0.0736 -4.5362 0.2843 -1.30 0.67 -0.61 0.00
S -3.8644 2.0417 -2.5679 -0.75 0.04 -0.82 0.69
```
Positions in Å, forces in eV/Å.